1.
C4H4N2S2 | the ωB97M-V functional and the def2-TZVPD basis

The geometry in ORCA input format:
```
! wB97M-V def2-TZVPD RIJCOSX def2/J DEFGRID3
* xyz 0 1
C -0.92 -0.66 0.14
C 1.35 -0.68 0.05
C 1.37 0.81 -0.11
C 0.12 1.39 -0.12
H -1.84 -2.58 0.35
H 2.30 1.55 -0.71
H 0.21 2.45 -0.30
H -2.00 1.14 0.57
N 0.17 -1.35 0.13
N -1.02 0.66 0.25
S -2.57 -1.30 -0.21
S 2.82 -1.42 -0.05
*
```

As for the HOMO energy: -7.99 eV. Its HOMO-LUMO gap is 7.71 eV. As for the SMILES: S=c1cc[nH]c(S)n1. Its energy above the lowest of the compared OMol25 structures with the same formula, charge and spin is 296.4 kJ/mol. For the LUMO energy, the calculation gives -0.27 eV.

natural (NBO) population analysis, charges in e, atoms 1 to 4:
1. C 0.37
2. C 0.01
3. C -0.26
4. C -0.03

2.
C56H52AsIKN7O5P2 | the ωB97M-V functional and the def2-TZVPD basis

The geometry in ORCA input format:
```
! wB97M-V def2-TZVPD RIJCOSX def2/J DEFGRID3
* xyz 0 1
K 1.02 0.81 -1.29
O 4.20 -3.51 4.09
N 3.40 -4.19 3.49
O 3.13 -5.34 3.75
C 2.67 -3.56 2.34
C 1.55 -4.19 1.97
C 0.73 -3.65 0.93
C -0.45 -4.30 0.51
C -1.21 -3.73 -0.46
C -0.79 -2.49 -0.98
N 0.31 -1.87 -0.64
C 1.08 -2.45 0.31
C 2.34 -1.79 0.71
N 2.68 -0.67 0.05
C 3.81 -0.06 0.35
C 4.70 -0.56 1.31
C 4.37 -1.70 1.99
C 3.15 -2.35 1.72
H 1.25 -5.09 2.48
H -0.74 -5.23 0.99
H -2.13 -4.18 -0.81
H -1.42 -2.00 -1.72
H 4.02 0.86 -0.20
H 5.63 -0.04 1.51
H 5.04 -2.09 2.74
C -2.54 2.30 0.85
C -3.00 3.42 -0.06
As -4.23 4.72 0.74
C -3.34 5.06 2.44
C -1.95 5.02 2.53
C -1.30 5.35 3.71
C -2.04 5.74 4.82
C -3.42 5.80 4.74
C -4.07 5.47 3.55
C -5.57 3.40 1.28
C -6.57 3.12 0.36
C -7.55 2.17 0.63
C -7.53 1.49 1.84
C -6.54 1.77 2.77
C -5.57 2.72 2.50
P -1.83 0.89 -0.08
C -3.37 0.12 -0.73
C -3.41 -0.21 -2.08
C -4.54 -0.79 -2.65
C -5.65 -1.05 -1.87
C -5.64 -0.70 -0.52
C -4.52 -0.12 0.04
C -1.41 -0.17 1.39
C -2.06 -1.34 1.77
C -1.63 -2.09 2.86
C -0.52 -1.69 3.60
C 0.14 -0.52 3.23
C -0.29 0.22 2.14
H -3.34 1.93 1.48
H -1.73 2.64 1.49
H -3.56 3.05 -0.92
H -2.15 3.97 -0.47
H -1.35 4.72 1.68
H -0.22 5.29 3.76
H -1.54 5.99 5.75
H -4.01 6.11 5.60
H -5.15 5.53 3.51
H -6.60 3.65 -0.59
H -8.32 1.97 -0.10
H -8.30 0.76 2.06
H -6.53 1.25 3.72
H -4.80 2.92 3.24
H -2.54 -0.02 -2.70
H -4.55 -1.04 -3.71
H -6.53 -1.51 -2.30
H -6.52 -0.88 0.10
H -4.54 0.17 1.08
H -2.92 -1.69 1.22
H -2.17 -2.99 3.14
H -0.18 -2.27 4.44
H 1.01 -0.19 3.79
H 0.23 1.13 1.88
I -3.44 -3.37 -6.23
C -1.80 -3.84 -5.06
C -1.53 -5.15 -4.69
C -0.42 -5.38 -3.89
C 0.36 -4.30 -3.50
N 0.11 -3.05 -3.87
C -0.95 -2.83 -4.63
H -2.16 -5.96 -5.01
H -0.16 -6.38 -3.57
H 1.22 -4.45 -2.85
H -1.15 -1.80 -4.92
C 5.67 -3.68 -3.97
N 5.86 -2.96 -2.71
C 6.44 -1.66 -3.00
N 5.69 -0.86 -3.96
C 5.52 -1.65 -5.18
N 4.88 -2.95 -4.97
C 3.49 -2.79 -4.53
P 3.28 -1.87 -2.93
C 4.58 -2.81 -2.00
C 4.39 -0.45 -3.42
H 5.18 -4.63 -3.76
H 6.65 -3.88 -4.39
H 7.44 -1.82 -3.41
H 6.54 -1.10 -2.07
H 6.50 -1.82 -5.61
H 4.92 -1.08 -5.89
H 3.03 -3.78 -4.44
H 2.93 -2.26 -5.30
H 4.19 -3.81 -1.76
H 4.77 -2.31 -1.04
H 4.55 0.20 -2.55
H 3.87 0.16 -4.16
O 0.74 5.62 0.85
C 1.79 5.12 1.57
C 2.37 5.85 2.60
C 3.45 5.33 3.30
C 3.96 4.09 2.96
C 3.38 3.38 1.91
C 2.29 3.87 1.22
C 1.65 3.05 0.11
O 0.45 2.72 0.28
O 2.37 2.70 -0.85
H 0.55 6.51 1.17
H 1.97 6.83 2.85
H 3.89 5.90 4.11
H 4.81 3.68 3.49
H 3.79 2.42 1.63
*
```

As for the HOMO energy: -8.02 eV. Its HOMO-LUMO gap is 7.01 eV. Its energy above the lowest of the compared OMol25 structures with the same formula, charge and spin is 10.0 kJ/mol. For the LUMO energy, the calculation gives -1.01 eV.

Löwdin population analysis, charges in e, atoms 1 to 4:
1. K 0.70
2. O 0.08
3. N -0.33
4. O 0.08

3.
C48H40In2N8O32S4 | the ωB97M-V functional and the def2-TZVPD basis

The geometry in ORCA input format:
```
! wB97M-V def2-TZVPD RIJCOSX def2/J DEFGRID3
* xyz -2 1
In 22.36 -24.86 -30.34
In 26.21 -21.92 -31.54
S 25.96 -25.32 -30.65
O 24.98 -26.11 -31.34
O 26.71 -26.01 -29.62
O 26.91 -24.64 -31.51
O 25.15 -24.31 -30.04
S 22.72 -21.13 -29.34
O 22.56 -20.15 -28.24
O 24.14 -21.47 -29.61
O 21.98 -22.36 -29.16
O 22.05 -20.39 -30.38
S 23.59 -23.28 -33.69
O 22.87 -24.36 -34.39
O 22.97 -22.05 -34.03
O 23.60 -23.25 -32.21
O 25.00 -23.12 -34.10
S 19.90 -23.63 -32.86
O 20.14 -23.65 -34.34
O 20.59 -22.59 -32.21
O 18.38 -23.42 -32.97
O 20.32 -24.90 -32.25
C 25.50 -27.77 -34.94
C 26.11 -28.46 -36.01
C 26.75 -27.73 -37.02
C 26.50 -26.39 -37.09
C 25.80 -25.67 -36.09
C 25.41 -26.35 -34.99
N 27.17 -25.66 -38.15
O 26.66 -24.54 -38.31
O 28.04 -26.13 -38.95
H 25.19 -28.23 -34.01
H 26.28 -29.52 -36.14
H 27.17 -28.31 -37.83
H 25.68 -24.59 -36.07
H 24.85 -25.79 -34.25
C 17.76 -29.44 -33.76
C 17.99 -28.12 -33.62
C 18.36 -27.58 -32.35
C 18.60 -28.41 -31.28
C 18.32 -29.76 -31.44
C 17.79 -30.26 -32.62
N 19.29 -27.91 -30.06
O 19.99 -26.93 -30.17
O 19.05 -28.46 -29.05
H 17.44 -29.78 -34.73
H 18.02 -27.52 -34.52
H 18.43 -26.50 -32.27
H 18.43 -30.27 -30.50
H 17.65 -31.33 -32.67
C 23.93 -21.44 -23.96
C 23.63 -22.53 -23.21
C 23.42 -23.69 -23.89
C 23.56 -23.73 -25.30
C 23.85 -22.58 -26.03
C 24.09 -21.36 -25.28
N 23.26 -24.96 -26.02
O 23.04 -26.02 -25.34
O 23.15 -24.93 -27.23
H 24.12 -20.59 -23.31
H 23.49 -22.45 -22.14
H 23.22 -24.55 -23.28
H 23.77 -22.60 -27.11
H 24.38 -20.46 -25.81
C 26.80 -26.50 -26.48
C 27.03 -27.19 -25.33
C 27.16 -26.48 -24.13
C 27.04 -25.06 -24.08
C 26.72 -24.41 -25.35
C 26.67 -25.13 -26.54
N 26.94 -24.27 -22.78
O 27.03 -23.12 -22.81
O 26.60 -24.82 -21.73
H 26.72 -27.04 -27.41
H 27.13 -28.24 -25.54
H 27.53 -27.03 -23.28
H 26.52 -23.36 -25.43
H 26.25 -24.66 -27.42
C 17.38 -21.83 -28.18
C 18.11 -21.42 -29.30
C 17.41 -21.25 -30.50
C 15.99 -21.52 -30.66
C 15.39 -21.99 -29.51
C 16.06 -22.11 -28.29
N 15.12 -21.50 -31.88
O 15.76 -21.62 -32.94
O 13.92 -21.48 -31.86
H 17.88 -22.00 -27.24
H 19.17 -21.22 -29.33
H 17.91 -20.95 -31.42
H 14.35 -22.25 -29.57
H 15.59 -22.46 -27.38
C 26.62 -30.78 -28.30
C 26.46 -29.63 -29.12
C 25.32 -28.78 -29.13
C 24.25 -29.17 -28.32
C 24.45 -30.27 -27.43
C 25.56 -31.04 -27.48
N 23.03 -28.37 -28.27
O 23.05 -27.29 -28.99
O 22.07 -28.87 -27.69
H 27.46 -31.45 -28.25
H 27.27 -29.22 -29.70
H 25.27 -27.83 -29.64
H 23.82 -30.35 -26.56
H 25.72 -31.80 -26.73
C 20.53 -21.56 -23.95
C 20.83 -21.33 -25.23
C 20.48 -22.20 -26.21
C 20.01 -23.43 -25.92
C 19.76 -23.77 -24.52
C 20.02 -22.82 -23.52
N 19.67 -24.35 -26.98
O 20.36 -24.41 -27.97
O 18.63 -24.99 -26.87
H 20.74 -20.82 -23.19
H 21.37 -20.41 -25.38
H 20.70 -21.92 -27.23
H 19.43 -24.75 -24.18
H 20.09 -23.01 -22.46
C 22.52 -30.46 -35.91
C 23.21 -31.03 -34.84
C 23.13 -30.46 -33.58
C 22.38 -29.29 -33.33
C 21.66 -28.78 -34.39
C 21.68 -29.39 -35.70
N 22.36 -28.71 -32.02
O 22.20 -27.49 -31.93
O 22.48 -29.55 -31.07
H 22.51 -30.90 -36.90
H 23.94 -31.81 -34.99
H 23.61 -30.89 -32.72
H 21.04 -27.91 -34.26
H 21.05 -29.12 -36.54
*
```

As for the HOMO energy: -3.86 eV. Its HOMO-LUMO gap is 3.31 eV. For the LUMO energy, the calculation gives -0.55 eV.

Löwdin population analysis, charges in e, atoms 1 to 4:
1. In 1.36
2. In 1.07
3. S 0.06
4. O -0.38

4.
Cl2O3S2 | the ωB97M-V functional and the def2-TZVPD basis

The geometry in ORCA input format:
```
! wB97M-V def2-TZVPD RIJCOSX def2/J DEFGRID3
* xyz 0 1
O 0.57 1.94 1.79
O 0.01 0.08 0.43
O -0.22 -2.26 -2.11
S -0.35 0.85 1.67
S 0.39 -0.99 -2.05
Cl -2.50 1.51 1.30
Cl 2.10 -1.12 -1.04
*
```

As for the HOMO energy (spin up / spin down): -11.12 / -8.82 eV. Its HOMO-LUMO gap (spin up / spin down) is 9.40 / 4.25 eV. Its energy above the lowest of the compared OMol25 structures with the same formula, charge and spin is 218.3 kJ/mol. For the LUMO energy (spin up / spin down), the calculation gives -1.72 / -4.57 eV.

natural (NBO) population analysis, charges in e, atoms 1 to 4:
1. O -0.82
2. O -0.84
3. O -0.78
4. S 1.72

5.
C13H10Cl5CoN3O4S | the ωB97M-V functional and the def2-TZVPD basis

The geometry in ORCA input format:
```
! wB97M-V def2-TZVPD RIJCOSX def2/J DEFGRID3
* xyz 0 2
Co 0.17 0.04 0.46
Cl 5.50 4.62 -0.01
C 3.98 3.82 -0.07
C 3.92 2.43 -0.09
Cl 5.37 1.50 -0.02
C 2.69 1.80 -0.17
Cl 2.57 0.07 -0.19
C 1.46 2.49 -0.21
O 0.33 1.89 -0.27
C 1.56 3.91 -0.17
Cl 0.09 4.79 -0.20
C 2.79 4.55 -0.11
Cl 2.85 6.27 -0.08
O -0.12 -0.79 4.64
S 0.24 0.30 3.73
N 0.32 0.00 2.29
C -4.57 -0.01 -0.03
C -3.81 0.90 -0.75
C -2.44 0.87 -0.63
N -1.81 -0.01 0.14
C -2.53 -0.89 0.84
C -3.91 -0.93 0.78
H -5.65 0.00 -0.08
H -4.28 1.64 -1.39
H -1.80 1.57 -1.16
H -1.98 -1.58 1.47
H -4.46 -1.66 1.36
N 1.07 -4.58 -0.48
C 0.08 -4.16 -1.47
C -0.23 -2.67 -1.32
O -0.87 -2.03 -2.10
O 0.29 -2.14 -0.20
H 0.87 -5.49 -0.08
H 0.78 -2.88 0.25
H 2.00 -4.61 -0.86
H -0.86 -4.68 -1.30
H 0.38 -4.35 -2.50
*
```

As for the HOMO energy (spin up / spin down): -7.89 / -8.00 eV. The expectation value of S² is 0.76. Its HOMO-LUMO gap (spin up / spin down) is 7.26 / 7.88 eV. For the LUMO energy (spin up / spin down), the calculation gives -0.63 / -0.13 eV.

natural (NBO) population analysis, charges in e, atoms 1 to 4:
1. Co 1.26
2. Cl 0.05
3. C -0.14
4. C -0.05

no.,energy (eV),F_max (eV/A)
1,-28860.4673,5.2
2,-183425.3804,1.5
3,-181521.2893,7.1
4,-52854.5185,3.4
5,-137377.3538,2.5